C16H9F5N4O2SSeTl as an isolated structure. Source: the OMol25 dataset; level of theory: ωB97M-V/def2-TZVPD.

The lowest unoccupied orbital energy comes out at 2.49 eV. The relative energy (zero: lowest compared OMol25 entry of this formula, charge and spin) comes out at 22.1 kJ/mol. The highest occupied orbital energy comes out at -4.4869 eV. For the HOMO-LUMO gap, the calculation gives 6.973 eV.

Structure (ORCA input):
```
! RIJCOSX wB97M-V def2-TZVPD def2/J DEFGRID3
* xyz -1 1
Tl -0.42 0.24 3.10
N 0.37 -1.33 -3.84
C -0.37 -1.56 -2.67
C -1.75 -1.38 -2.65
C -2.47 -1.61 -1.49
C -1.80 -2.00 -0.35
C -0.43 -2.21 -0.36
C 0.28 -2.01 -1.52
S -2.67 -2.09 1.19
O -2.01 -3.05 2.04
O -4.09 -2.30 0.98
N -2.36 -0.65 1.90
C -2.75 0.50 1.38
N -2.41 1.59 2.13
C -2.83 2.77 1.71
C -3.54 2.93 0.53
C -3.77 1.77 -0.19
N -3.41 0.58 0.22
H -0.05 -0.68 -4.48
H 1.34 -1.13 -3.66
H -2.25 -1.06 -3.55
H -3.53 -1.46 -1.44
H 0.06 -2.51 0.56
H 1.34 -2.19 -1.55
H -2.58 3.62 2.34
H -3.86 3.90 0.19
H -4.28 1.81 -1.15
F 6.96 0.54 1.14
C 5.62 0.66 1.02
C 4.86 -0.40 0.56
F 5.46 -1.55 0.19
C 3.48 -0.27 0.45
F 2.80 -1.34 0.02
C 2.80 0.91 0.77
Se 0.95 1.12 0.48
C 3.61 1.96 1.23
F 3.03 3.12 1.56
C 4.98 1.84 1.37
F 5.71 2.89 1.82
*
```

Atom charges from the natural (NBO) analysis, given in e for atoms 1 to 4:
1 Tl 0.670
2 N -0.805
3 C 0.169
4 C -0.290

=====

A 2-piece molecular cluster, C17H11ClF4NO4 overall. Source: the OMol25 dataset; level of theory: ωB97M-V/def2-TZVPD.

The lowest unoccupied orbital energy comes out at 0.42 eV. The highest occupied orbital energy comes out at -2.8828 eV. For the HOMO-LUMO gap, the calculation gives 3.308 eV.

Structure (ORCA input):
```
! RIJCOSX wB97M-V def2-TZVPD def2/J DEFGRID3
* xyz -1 1
F 2.01 -0.07 3.93
C 1.21 0.87 3.38
C 1.73 1.95 2.76
F 3.07 2.11 2.68
C 0.90 2.97 2.15
O 1.39 3.92 1.51
C -0.53 2.80 2.33
F -1.33 3.76 1.84
C -1.05 1.71 2.94
F -2.38 1.58 3.10
C -0.22 0.63 3.46
O -0.71 -0.41 3.93
C 3.33 -0.40 -0.23
C 1.83 -0.37 -0.33
O 1.33 -1.29 0.67
C -0.01 -1.39 0.76
C -0.39 -2.37 1.81
N -1.63 -2.58 2.05
C -2.22 -3.15 3.04
C -3.65 -3.41 3.10
C -4.22 -3.66 4.36
C -5.57 -3.93 4.50
C -6.37 -3.98 3.34
Cl -8.04 -4.33 3.50
C -5.82 -3.75 2.07
C -4.46 -3.44 1.95
O -0.80 -0.74 0.09
H 3.77 0.39 -0.85
H 3.67 -0.24 0.80
H 3.73 -1.35 -0.60
H 1.43 0.63 -0.12
H 1.48 -0.71 -1.33
H 0.47 -2.87 2.30
H -1.65 -3.41 3.95
H -3.58 -3.63 5.24
H -6.01 -4.11 5.48
H -6.47 -3.81 1.19
H -4.03 -3.23 0.98
*
```

Atom charges from the natural (NBO) analysis, given in e for atoms 1 to 4:
1 F -0.287
2 C 0.304
3 C 0.244
4 F -0.297

=====

C17H11IrN4O4S as an isolated structure. Source: the OMol25 dataset; level of theory: ωB97M-V/def2-TZVPD.

The lowest unoccupied orbital energy (spin up / spin down) comes out at -9.87 / -12.93 eV. The highest occupied orbital energy (spin up / spin down) comes out at -18.1914 / -18.7588 eV. For the HOMO-LUMO gap (spin up / spin down), the calculation gives 8.323 / 5.830 eV.

Structure (ORCA input):
```
! RIJCOSX wB97M-V def2-TZVPD def2/J DEFGRID3
* xyz 3 6
Ir 0.10 0.13 0.50
O -2.44 -2.47 2.98
C -1.61 -1.64 2.44
O -1.61 -1.30 1.26
C -0.58 -1.09 3.37
C -0.57 -1.18 4.75
C 0.51 -0.62 5.44
C 1.56 -0.03 4.74
C 1.42 -0.01 3.37
N 0.41 -0.47 2.70
C 2.59 0.58 2.35
O 3.65 0.66 2.94
O 2.13 0.78 1.22
H -3.10 -2.84 2.37
H -1.37 -1.67 5.26
H 0.55 -0.68 6.52
H 2.43 0.38 5.24
N -0.66 1.14 -3.58
C 0.09 0.06 -3.97
C 0.44 -0.43 -5.20
C 1.24 -1.57 -5.21
C 1.69 -2.20 -4.00
C 1.34 -1.72 -2.77
C 0.53 -0.56 -2.73
N 0.04 0.15 -1.70
C -0.67 1.18 -2.23
C -1.29 2.14 -1.38
C -2.06 3.23 -1.69
S -2.53 4.05 -0.29
C -1.67 2.91 0.66
N -1.09 1.97 -0.02
H -1.10 1.80 -4.20
H 0.10 0.04 -6.12
H 1.54 -2.00 -6.15
H 2.31 -3.08 -4.07
H 1.68 -2.20 -1.86
H -2.37 3.58 -2.67
H -1.63 2.97 1.74
*
```

Atom charges from the natural (NBO) analysis, given in e for atoms 1 to 4:
1 Ir 1.355
2 O -0.590
3 C 0.807
4 O -0.630

=====

| no. | largest force on an atom (hartree/bohr) |
| --- | --- |
| 1 | 0.0247 |
| 2 | 0.0547 |
| 3 | 0.0546 |